(1)
The following is a DFT calculation (the ωB97M-V functional and the def2-TZVPD basis) of a 2-piece molecular cluster, C10H20Si overall in a non-equilibrium geometry.

The geometry in XYZ format:
```
31
C10H20Si, DFT the ωB97M-V functional and the def2-TZVPD basis
H 5.071 0.533 0.935
H -4.740 -0.530 0.319
C -0.907 1.362 -0.448
H -2.928 -1.126 -2.021
C 4.016 0.827 1.126
H 3.840 1.596 1.789
H 0.013 -3.955 0.899
C -4.140 -0.238 -0.566
H -0.908 -3.237 2.096
C 3.372 1.060 -0.144
H 0.532 -1.331 1.392
C -2.997 -1.133 -0.915
C 2.944 0.395 -1.509
Si -1.363 -0.490 -0.051
H -0.341 3.048 0.896
C -0.191 1.984 0.817
H -0.677 1.649 1.650
H 2.316 2.757 -1.365
H -1.832 1.846 -0.789
C -0.738 -3.078 1.038
C 2.885 1.796 -1.067
C -0.336 -1.665 0.744
H -3.005 -2.181 -0.573
H 0.900 1.831 0.613
H 3.630 0.164 -2.290
H 0.010 1.384 -1.192
H -3.766 0.739 -0.404
H 2.061 -0.160 -1.620
H -1.518 -3.477 0.434
H -4.778 -0.306 -1.468
H 3.578 -0.062 1.670
```

Output
- multiplicity = 1
- max |F| (eV Å⁻¹) = 4.0
- HOMO level (eV) = -7.52
- ΔE to the lowest compared entry with this formula, charge and spin (kJ/mol) = 449.41
- E_LUMO (eV) = 0.65
- SMILES = CC=[Si](CC)CC.CC1=CC1

List of natural (NBO) charges in e, atom by atom: H 0.240; H 0.214; C -0.867; H 0.231; C -0.659; H 0.226; H 0.202; C -0.613; H 0.206; C 0.053; H 0.230; C -0.841; C -0.441; Si 1.429; H 0.204; C -0.619; H 0.204; H 0.218; H 0.231; C -0.641; C -0.216; C -0.898; H 0.236; H 0.228; H 0.173; H 0.250; H 0.194; H 0.180; H 0.202; H 0.211; H 0.231



(2)
The following is a DFT calculation (the ωB97M-V functional and the def2-TZVPD basis) of a 2-piece molecular cluster, C4H13N2O overall in a non-equilibrium geometry.

The geometry in XYZ format:
```
20
C4H13N2O, DFT the ωB97M-V functional and the def2-TZVPD basis
N -0.664 -1.209 0.327
H -1.954 -1.798 -2.776
H -0.831 -0.209 0.221
C -0.050 2.679 -0.249
C 0.868 -1.481 0.723
N -0.114 1.563 0.323
H 1.179 1.065 2.030
H 1.942 1.798 0.849
H -0.900 -1.768 -0.602
H -2.940 -1.342 -1.810
C 1.050 1.100 1.017
O -2.090 -1.745 -1.839
H -0.916 3.138 -0.790
H 1.574 -0.061 -0.829
H -1.363 -1.597 1.049
H 0.834 -1.536 1.745
H 0.730 3.375 -0.286
H 2.670 -0.165 0.572
H 1.466 -2.269 0.196
C 1.579 -0.157 0.275
```

Output
- multiplicity = 1
- max |F| (eV Å⁻¹) = 6.0
- HOMO level (eV) = -13.79
- ΔE to the lowest compared entry with this formula, charge and spin (kJ/mol) = 287.51
- E_LUMO (eV) = -2.89
- net charge = +1

List of natural (NBO) charges in e, atom by atom: N -0.765; H 0.499; H 0.463; C 0.025; C -0.206; N -0.474; H 0.233; H 0.189; H 0.484; H 0.496; C -0.281; O -0.954; H 0.183; H 0.226; H 0.434; H 0.209; H 0.168; H 0.247; H 0.248; C -0.426



(3)
The following is a DFT calculation (the ωB97M-V functional and the def2-TZVPD basis) of C17H32Cl2NiO2P2 as an isolated structure in a non-equilibrium geometry.

The geometry in XYZ format:
```
56
C17H32Cl2NiO2P2, DFT the ωB97M-V functional and the def2-TZVPD basis
H -0.125 1.283 -4.488
H 0.234 -0.277 -2.871
H 0.989 0.936 0.830
H -2.720 -0.839 3.147
H 0.063 3.842 -3.580
H -1.997 -2.966 -0.858
P -1.186 0.938 2.024
C 0.982 0.524 -2.907
O -0.529 -3.167 1.960
H 0.795 2.000 2.929
C 1.316 2.837 -0.980
H 2.321 -1.946 0.872
Ni -0.563 -1.059 1.878
H 2.143 -2.771 -0.716
H 1.433 2.692 0.111
H -3.069 1.078 0.531
C 2.612 2.868 -1.754
C -0.922 -3.179 -0.975
H 0.843 -0.473 -0.957
H -0.605 -2.896 -1.992
H -3.314 1.937 2.091
H 1.387 2.139 -4.372
C -0.045 0.731 0.520
C 2.211 0.362 -2.330
C -0.162 2.908 -3.009
O -2.812 -3.186 2.093
C -0.281 2.224 2.883
H 2.604 3.540 -2.641
H -0.692 -4.238 -0.768
C 0.108 3.063 -1.552
H -0.385 1.590 -0.054
C -2.603 1.717 1.291
H -2.627 -5.580 2.528
H -2.070 0.646 3.910
H -1.132 -0.784 4.133
P -0.002 -2.223 0.204
H 2.571 -0.617 -2.018
Cl -1.217 -5.100 4.385
H -2.213 2.644 0.819
H -1.237 2.746 -3.194
C 0.580 1.705 -3.730
C -1.704 -3.710 2.224
H -0.913 -0.352 -1.167
C 1.731 -2.675 0.297
H 3.353 3.348 -1.076
H -0.728 3.497 -0.983
H -0.427 3.133 2.260
C -1.634 -5.158 2.688
H 4.002 1.220 -1.511
Cl -0.406 -5.991 1.701
H 3.738 1.633 -3.189
H 1.716 -3.641 0.812
C 3.194 1.467 -2.225
C -1.763 -0.281 3.339
C -0.103 -0.455 -0.428
H -0.743 2.316 3.863
```

Output
- multiplicity = 3
- max |F| (eV Å⁻¹) = 4.4
- HOMO level (spin up / spin down) (eV) = -3.16 / -6.74
- ΔE to the lowest compared entry with this formula, charge and spin (kJ/mol) = 165.47
- <S²> = 2.009
- E_LUMO (spin up / spin down) (eV) = 0.47 / 0.36

List of natural (NBO) charges in e, atom by atom: H 0.220; H 0.203; H 0.244; H 0.280; H 0.222; H 0.268; P 1.322; C -0.171; O -0.824; H 0.275; C -0.180; H 0.268; Ni 0.156; H 0.216; H 0.203; H 0.267; C -0.451; C -0.994; H 0.254; H 0.229; H 0.249; H 0.212; C -0.753; C -0.200; C -0.453; O -0.654; C -1.005; H 0.209; H 0.257; C -0.203; H 0.249; C -1.016; H 0.242; H 0.251; H 0.308; P 1.123; H 0.209; Cl 0.012; H 0.247; H 0.215; C -0.455; C 0.739; H 0.218; C -0.988; H 0.223; H 0.201; H 0.225; C -0.314; H 0.215; Cl -0.029; H 0.221; H 0.267; C -0.444; C -1.063; C -0.765; H 0.242